The following is a quantum chemistry calculation of C32H89Li4N5O17 as an isolated structure, from the OMol25 dataset.

Energy (hartree): -2854.74719
M (g/mol): 843.8
Max |F| (eV/A): 4.270
E_LUMO (hartree): -0.313
Charge: +2
HOMO level (eV): -11.42

Each line ends with the Mulliken charge.
CARTESIAN COORDINATES (ANGSTROEM)
1 Li -1.83349 1.71373 -3.13037  0.850
2 Li 0.00480 0.16165 -5.44068  0.877
3 Li 2.30219 1.42485 -5.35505  0.855
4 Li -0.41993 -1.47907 -3.25502  0.766
5 O 1.45500 -0.11441 -3.85559  -1.503
6 C 1.47264 0.25354 -2.47976  0.160
7 C 0.10676 0.50211 -1.53965  1.706
8 O -1.16057 0.00333 -1.91525  -0.866
9 H 2.16065 1.05667 -2.21573  0.006
10 H 1.85658 -0.62974 -1.96935  0.212
11 H 0.10793 1.59151 -1.57580  -1.026
12 H 0.23814 0.25106 -0.48712  -0.106
13 C -4.96921 1.25603 -2.51904  -0.626
14 O -3.86482 2.08293 -2.67344  -0.105
15 C -4.02333 3.44418 -2.25369  0.126
16 C -2.87965 4.16929 -2.85960  -0.658
17 N -1.63524 3.59576 -2.37424  0.488
18 C -0.45392 4.24604 -3.02784  0.177
19 C -0.02559 5.55283 -2.34889  -0.897
20 O 0.34617 5.31787 -0.98304  -0.070
21 C 0.32338 6.41470 -0.15486  -0.784
22 H -5.60019 1.40301 -3.39561  0.381
23 H -5.53938 1.37870 -1.59820  0.312
24 H -4.63126 0.21998 -2.54120  0.017
25 H -3.94365 3.46332 -1.16677  -0.384
26 H -4.98184 3.86404 -2.55877  0.617
27 H -2.99152 5.17951 -2.46584  0.430
28 H -2.96853 4.22395 -3.94459  0.303
29 H -1.44274 3.93315 -1.44193  -0.471
30 H -0.33982 4.30269 -4.11037  0.632
31 H 0.30548 3.50574 -2.77611  -0.836
32 H -0.85743 6.24017 -2.50290  0.412
33 H 0.73680 5.92244 -3.03463  0.486
34 H 1.33630 6.80571 -0.05895  0.276
35 H 0.10816 5.87918 0.76981  0.164
36 H -0.42145 7.17334 -0.39522  0.394
37 C 3.32980 -4.25182 -1.44458  -0.280
38 O 4.57920 -4.58698 -0.81560  -0.450
39 C 5.38436 -3.52342 -0.36570  -0.920
40 C 5.21286 -3.03425 1.08995  0.374
41 N 5.73399 -4.07222 2.03610  -0.388
42 C 5.08778 -3.89888 3.32254  -0.153
43 C 5.48515 -5.07782 4.23409  -0.747
44 O 6.88011 -5.21405 4.29555  -0.329
45 C 7.23549 -5.82129 5.52068  -0.738
46 H 3.20216 -3.16932 -1.44819  -0.160
47 H 2.49393 -4.57512 -0.82417  0.243
48 H 3.21542 -4.62496 -2.46232  0.457
49 H 5.35326 -2.64912 -1.01588  0.340
50 H 6.39074 -3.91809 -0.50545  0.467
51 H 4.15458 -2.79809 1.20119  -0.202
52 H 5.68962 -2.07414 1.28741  0.224
53 H 5.37342 -4.95337 1.69896  0.288
54 H 4.00939 -3.91601 3.16479  0.141
55 H 5.28066 -2.92419 3.77073  0.233
56 H 5.00754 -5.95949 3.80671  0.328
57 H 5.02448 -4.87958 5.20187  0.429
58 H 6.97932 -5.04803 6.24493  0.318
59 H 8.31856 -5.94368 5.51129  0.244
60 H 6.72746 -6.78203 5.60428  0.290
61 C -6.30888 7.45585 -0.02827  -0.879
62 O -6.35113 6.10603 -0.41184  -0.280
63 C -7.07229 5.21494 0.39950  -0.706
64 C -6.30698 4.98812 1.72235  -0.519
65 N -5.31218 3.94197 1.73831  -0.209
66 C -4.67261 3.90356 3.04044  -0.784
67 C -3.39805 2.92676 2.88192  -0.677
68 O -2.59877 3.50469 1.80933  -0.144
69 C -1.48582 2.75861 1.54172  -0.402
70 H -5.79140 8.20617 -0.62605  0.327
71 H -5.98146 7.70159 0.98193  0.300
72 H -7.30012 7.88221 0.12585  0.359
73 H -7.16457 4.20775 -0.00688  0.341
74 H -8.05206 5.59152 0.69332  0.374
75 H -7.00810 4.84832 2.54514  0.422
76 H -5.72560 5.88441 1.93859  0.292
77 H -4.59810 4.05439 1.03293  0.164
78 H -5.36541 3.70382 3.85789  0.453
79 H -4.37355 4.90569 3.34770  0.378
80 H -3.71198 1.88921 2.76776  0.403
81 H -2.85491 3.02320 3.82203  0.415
82 H -1.84362 1.77229 1.24631  0.194
83 H -0.71960 2.88160 2.30714  0.440
84 H -1.07219 3.08514 0.58758  -0.320
85 C 0.19097 -2.96312 1.07990  -0.578
86 O -0.12941 -4.04473 0.20715  -0.167
87 C -1.45905 -4.41267 0.44096  -0.376
88 C -1.93463 -5.85360 0.21584  -1.144
89 N -1.98622 -6.24630 -1.22581  -0.269
90 C -3.15911 -5.68398 -2.03019  -0.296
91 C -3.29153 -6.36553 -3.37183  -0.626
92 O -3.71289 -7.63047 -3.11197  -0.326
93 C -4.41816 -8.39293 -4.05326  -0.803
94 H -0.51527 -2.14322 0.94920  0.374
95 H 1.10641 -2.70194 0.54900  -0.036
96 H 0.51013 -3.21752 2.09060  0.394
97 H -2.26925 -3.82176 0.01374  0.258
98 H -1.63802 -4.20454 1.49583  0.440
99 H -2.82852 -6.13490 0.77254  0.439
100 H -1.18489 -6.38256 0.80423  0.423
101 H -2.18151 -7.23063 -1.34010  0.291
102 H -2.89341 -4.68051 -2.36269  0.120
103 H -4.11744 -5.60817 -1.51642  0.322
104 H -2.37551 -6.31970 -3.96082  0.277
105 H -4.05369 -5.79810 -3.90589  0.413
106 H -4.67582 -9.40866 -3.75323  0.270
107 H -3.98156 -8.20218 -5.03361  0.317
108 H -5.41676 -7.97078 -4.16588  0.311
109 C 2.59967 4.53352 1.56557  -0.577
110 O 3.34718 3.25254 1.67228  -0.405
111 C 2.40781 2.21730 1.45296  -0.034
112 C 3.17750 0.94195 0.95195  -0.123
113 N 4.38297 0.50101 1.66745  0.084
114 C 4.38046 0.52248 3.13129  -0.955
115 C 3.39313 -0.37402 3.76572  0.288
116 O 3.71266 -0.63633 5.12576  -0.458
117 C 2.87459 -1.60429 5.89136  -0.630
118 H 1.57611 4.48651 1.93735  0.208
119 H 2.60787 4.88641 0.53430  0.162
120 H 3.25806 5.10856 2.21668  0.372
121 H 1.68453 2.45919 0.67420  0.141
122 H 1.79594 2.03372 2.33614  0.179
123 H 3.50760 1.03874 -0.08235  -0.289
124 H 2.35236 0.22984 0.94018  -0.108
125 H 5.11844 0.89016 1.09496  0.334
126 H 4.18122 1.51936 3.52451  0.207
127 H 5.34822 0.19865 3.51427  0.621
128 H 3.46329 -1.31488 3.21987  -0.057
129 H 2.38434 0.00911 3.61194  0.280
130 H 3.07291 -1.51334 6.95930  0.239
131 H 2.95741 -2.62669 5.52266  0.188
132 H 1.89320 -1.20885 5.62943  0.328
133 O -3.14333 0.04687 0.05736  -0.629
134 H -2.78660 0.87524 0.37796  0.195
135 H -2.48104 -0.27998 -0.55155  0.250
136 O 2.56889 3.02724 -4.12451  -0.420
137 H 2.15019 3.22628 -3.28707  0.268
138 H 3.36491 3.55882 -4.12718  0.268
139 O 2.92919 -2.59200 -4.26886  -0.562
140 H 2.41446 -1.78668 -4.32119  0.373
141 H 2.38611 -3.19108 -3.75661  0.290
142 O 5.20782 0.02682 -2.72090  -0.540
143 H 4.90247 0.44459 -1.91564  0.293
144 H 5.11781 0.70385 -3.39154  0.216
145 O -3.60296 -1.92716 -2.47746  -0.707
146 H -2.85202 -1.40218 -2.20047  0.097
147 H -4.19527 -1.91417 -1.72564  0.324

Cartesian forces (eV/Å) of the 6 atoms listed first:
-0.88 -0.46 1.75
0.39 -0.56 0.74
0.80 0.06 1.46
0.09 0.35 1.39
-2.48 1.44 -2.01
-0.83 -2.08 2.19